Computed, not measured: C23H41BClN8V as an isolated structure at a distorted geometry, with ωB97M-V with the def2-TZVPD basis set.

```
75
Properties=species:S:1:pos:R:3:forces:R:3
V 0.35666 -0.22364 0.09205 -0.05 1.33 -1.01
C 0.05204 -4.64001 -0.65774 0.03 -0.02 0.00
C -0.38943 -3.39678 -1.43666 -0.08 -0.09 0.01
C -0.88550 -3.78585 -2.83397 -0.01 -0.04 -0.03
C -1.44226 -2.64644 -0.67394 -0.04 0.14 0.06
C -2.76487 -3.03328 -0.41679 -0.02 -0.08 -0.03
C -3.27718 -2.03802 0.39047 -0.01 0.01 0.02
N -2.32418 -1.11890 0.59051 0.15 -0.03 0.08
N -1.19006 -1.47409 -0.07223 -1.29 -0.87 0.15
B -2.34068 0.13395 1.50458 0.18 -0.04 -0.02
N -1.15931 0.08248 2.49781 -0.07 -0.02 -0.15
C -1.24060 0.18417 3.82690 0.06 -0.03 0.06
C 0.03534 0.16233 4.34866 0.00 -0.04 0.03
C 0.87886 0.04936 3.23770 -0.05 0.04 -0.03
N 0.15730 0.00604 2.10701 -0.48 0.03 0.98
C 2.37295 -0.03783 3.27168 0.05 -0.08 0.07
C 2.96656 1.14643 4.03531 0.02 0.00 0.07
C 2.80967 -1.36958 3.89133 0.00 0.00 0.04
N -2.22237 1.42158 0.64236 0.21 -0.06 -0.03
C -3.17519 2.35092 0.49810 0.03 -0.03 0.04
C -2.66049 3.39054 -0.23905 0.05 0.06 -0.12
C -1.33712 3.01154 -0.51714 0.06 -0.01 0.14
N -1.06993 1.80756 0.01414 -0.41 -0.21 0.08
C -0.34572 3.84939 -1.28885 -0.06 0.06 0.08
C -0.32046 5.28100 -0.74234 -0.03 0.03 0.00
C 1.05982 3.27629 -1.29653 0.07 0.09 0.05
H 0.82317 -5.18731 -1.20620 -0.05 0.03 0.03
H 0.45391 -4.36501 0.31922 -0.02 0.00 -0.05
H -0.79506 -5.31224 -0.49959 0.05 0.03 0.00
H 0.47992 -2.74307 -1.52110 0.05 0.08 0.01
H -1.61883 -4.59349 -2.76954 0.02 0.05 -0.01
H -1.38463 -2.95697 -3.34997 0.06 -0.02 0.03
H -0.06023 -4.14154 -3.45555 -0.04 -0.01 0.03
H -3.26654 -3.93005 -0.74690 0.04 0.09 0.03
H -4.24675 -1.93248 0.85242 0.06 0.01 -0.04
H -3.37794 0.16069 2.11394 0.09 0.02 -0.10
H -2.20055 0.26083 4.31499 0.07 0.00 -0.05
H 0.31944 0.20106 5.38873 -0.03 0.03 -0.10
H 2.74575 0.00503 2.25339 -0.06 0.00 -0.04
H 2.67120 1.12264 5.08858 0.02 0.01 -0.08
H 4.05693 1.11222 3.99324 -0.03 0.01 0.02
H 2.63557 2.09722 3.61287 0.01 -0.04 0.01
H 2.48412 -1.43617 4.93359 0.03 0.00 -0.07
H 2.38213 -2.21910 3.35299 0.02 0.05 0.01
H 3.89755 -1.46087 3.87027 -0.03 0.00 0.01
H -4.14627 2.21764 0.95024 0.08 0.00 -0.02
H -3.16242 4.30288 -0.51920 0.06 -0.06 0.03
H -0.70559 3.91251 -2.32705 -0.04 -0.03 -0.04
H -0.01790 5.26993 0.30732 -0.01 0.01 -0.05
H 0.39292 5.89239 -1.29994 -0.03 -0.03 0.02
H -1.29841 5.75959 -0.80621 0.06 -0.04 0.00
H 1.51748 3.36108 -0.30852 -0.02 -0.02 -0.04
H 1.07791 2.21885 -1.54627 0.00 0.04 -0.02
H 1.69104 3.82338 -2.00264 0.02 0.01 0.03
N 0.38242 1.51653 -4.78261 -0.03 -0.14 0.04
C -0.99738 1.07884 -4.35450 0.07 -0.07 -0.12
C -0.92273 0.69490 -2.89068 0.02 -0.15 0.02
N 0.09858 -0.30864 -2.58857 0.25 0.37 0.19
C 1.40774 -0.02711 -3.17819 -0.20 -0.03 -0.10
C 1.36016 0.37326 -4.64348 -0.10 0.06 -0.01
H 0.68430 2.27996 -4.17150 0.02 0.07 0.03
H 0.37235 1.87679 -5.73469 0.01 -0.01 -0.07
H -1.26540 0.23887 -4.99448 0.00 0.01 -0.05
H -1.68995 1.90042 -4.52699 0.02 0.04 0.02
H -1.89431 0.32003 -2.57295 -0.02 -0.02 0.08
H -0.73492 1.58967 -2.30040 -0.02 -0.08 -0.07
H -0.22720 -1.23228 -2.84911 0.02 -0.03 0.11
H 2.04397 -0.90279 -3.07808 0.02 -0.05 0.04
H 1.89310 0.76960 -2.61490 0.04 -0.01 0.04
H 0.99389 -0.42355 -5.28770 -0.03 -0.02 -0.05
H 2.33168 0.70975 -4.99765 0.02 0.03 -0.03
Cl 2.61755 0.64740 -0.12060 0.69 0.12 0.06
C 2.17322 -1.13741 -0.09243 0.38 -0.67 -0.18
H 2.67882 -1.57704 0.77099 0.05 0.10 -0.01
H 2.62017 -1.58382 -0.98693 0.10 0.15 -0.03
```
Positions in Å, forces in eV/Å.

Strongest force on any atom (eV/A): 1.7
Multiplicity: 2
Net charge: +1
Expectation value of S²: 0.75
HOMO-LUMO gap (alpha / beta) (eV): 5.35 / 4.81
Relative energy (zero: lowest compared OMol25 entry of this formula, charge and spin) (kcal/mol): 0.36

Okay, here come the Mulliken numbers, in e, for every atom:
1 V 0.695
2 C -1.686
3 C 1.263
4 C -1.630
5 C 0.146
6 C -1.074
7 C -0.531
8 N 0.084
9 N 0.559
10 B -0.333
11 N 0.144
12 C -0.542
13 C -1.110
14 C -0.012
15 N 0.491
16 C 1.224
17 C -1.643
18 C -1.610
19 N 0.349
20 C -0.482
21 C -1.639
22 C 0.146
23 N 0.418
24 C 1.326
25 C -1.642
26 C -0.496
27 H 0.452
28 H 0.368
29 H 0.350
30 H -0.500
31 H 0.435
32 H 0.298
33 H 0.377
34 H 0.542
35 H 0.494
36 H -0.147
37 H 0.476
38 H 0.536
39 H -0.334
40 H 0.320
41 H 0.447
42 H 0.346
43 H 0.399
44 H 0.337
45 H 0.411
46 H 0.486
47 H 0.491
48 H 0.021
49 H 0.366
50 H 0.438
51 H 0.377
52 H 0.438
53 H -0.737
54 H 0.341
55 N -0.047
56 C -1.285
57 C 0.165
58 N 0.537
59 C -0.510
60 C -1.141
61 H 0.253
62 H 0.376
63 H 0.395
64 H 0.508
65 H 0.510
66 H -0.402
67 H -0.286
68 H 0.486
69 H 0.302
70 H 0.416
71 H 0.462
72 Cl -0.295
73 C -0.715
74 H 0.478
75 H 0.554



Computed, not measured: C23H41BGeN6Pd as an isolated structure, with ωB97M-V with the def2-TZVPD basis set.

```
73
Properties=species:S:1:pos:R:3:forces:R:3
Pd 0.26476 -0.29088 0.34756 0.01 0.02 -0.02
C 1.23502 1.93466 3.37528 0.02 0.00 0.00
C 0.76599 0.52120 3.40580 -0.03 -0.04 -0.02
C 0.29744 -0.24757 4.46779 0.02 0.02 0.02
C -0.02553 -1.49199 3.94720 -0.02 -0.03 -0.01
C -0.54140 -2.69354 4.66107 0.00 0.01 -0.01
N 0.23553 -1.48087 2.62447 0.00 0.02 -0.03
N 0.75441 -0.23281 2.30662 0.00 0.07 -0.02
B 0.24440 -2.69980 1.59616 0.00 -0.03 -0.02
N 1.60936 -2.61388 0.88990 0.02 -0.03 0.02
N 1.81048 -1.47785 0.19378 -0.03 0.01 0.00
C 3.05053 -1.45033 -0.29214 0.04 -0.01 0.01
C 3.58490 -0.29879 -1.06812 0.00 0.00 0.00
C 3.66486 -2.64109 0.09788 -0.02 0.00 -0.01
C 2.73290 -3.35025 0.84539 -0.01 0.02 0.00
C 2.84285 -4.67836 1.50780 0.00 0.01 0.00
N -0.83952 -2.61884 0.43056 0.02 0.04 0.01
N -0.72334 -1.75454 -0.65080 -0.02 -0.01 -0.05
C -1.61742 -2.09824 -1.57349 0.04 0.02 0.01
C -1.73203 -1.36984 -2.86710 -0.02 0.02 0.02
C -2.32063 -3.21096 -1.11328 0.00 -0.02 0.04
C -1.81118 -3.51067 0.13885 -0.02 -0.03 -0.02
C -2.19440 -4.62344 1.05197 -0.01 -0.01 0.00
H 1.37715 2.30823 4.38604 0.00 0.00 0.00
H 0.50792 2.58512 2.88362 -0.01 -0.01 0.01
H 2.18454 2.01200 2.84488 0.00 0.01 0.01
H 0.21997 0.05430 5.49843 0.00 0.01 0.00
H -0.76586 -2.43535 5.69281 0.00 0.00 0.00
H 0.19649 -3.49601 4.66251 0.00 0.00 0.00
H -1.45014 -3.07241 4.19465 0.00 0.00 0.00
H 0.09317 -3.71143 2.19447 0.00 0.01 0.00
H 2.77963 0.23998 -1.57268 0.00 -0.01 0.00
H 4.28380 -0.64048 -1.82864 0.00 0.00 0.00
H 4.11537 0.39507 -0.41433 0.00 0.00 0.00
H 4.66681 -2.95296 -0.14269 0.00 0.00 0.00
H 3.83630 -5.08877 1.34742 0.00 0.00 0.00
H 2.11243 -5.37871 1.10265 0.00 0.00 0.00
H 2.67500 -4.59467 2.58158 0.00 0.00 0.00
H -1.05039 -0.51904 -2.89306 0.00 -0.01 0.00
H -2.75106 -1.01685 -3.02513 0.00 0.00 -0.01
H -1.47969 -2.02890 -3.69738 -0.01 -0.01 0.01
H -3.09543 -3.74734 -1.63423 0.00 0.00 0.00
H -3.07485 -5.12617 0.65940 0.00 0.00 0.00
H -2.42407 -4.25779 2.05211 0.00 0.00 0.00
H -1.39311 -5.35769 1.13733 0.00 0.01 -0.01
C -3.97216 3.11964 -2.14609 -0.01 0.00 0.00
C -2.84559 3.05093 -1.12557 0.03 0.02 0.00
C -2.54764 1.62284 -0.68458 -0.02 -0.04 0.00
C -1.32587 1.56983 0.23663 0.04 0.03 0.05
Ge 0.33557 2.01135 -0.73076 -0.02 -0.07 0.06
C 0.47116 2.00648 -2.65507 0.03 -0.04 -0.01
C 1.25246 3.25946 -3.06283 -0.01 0.00 0.01
C 0.57097 4.52631 -2.55751 0.02 0.01 -0.03
C 1.37167 5.79080 -2.82686 0.00 0.00 0.01
H -4.18149 4.14925 -2.43031 0.00 0.00 0.00
H -4.89099 2.69590 -1.73907 0.00 0.00 0.00
H -3.72064 2.56459 -3.05201 0.00 0.00 0.00
H -3.09326 3.65324 -0.24738 0.00 0.00 0.00
H -1.93651 3.50278 -1.55075 -0.01 -0.01 -0.01
H -2.38639 0.98209 -1.55564 0.01 0.01 0.00
H -3.41106 1.21125 -0.15754 0.00 0.01 0.00
H -1.37533 0.60309 0.82151 -0.01 0.00 -0.01
H -1.37819 2.28679 1.06216 0.00 0.00 0.00
H 1.46762 2.64866 0.07264 -0.02 0.03 0.00
H -0.53893 1.99369 -3.07077 0.00 0.00 0.01
H 0.96371 1.07665 -2.95467 0.00 0.02 -0.02
H 1.33652 3.28980 -4.15046 0.00 0.00 0.00
H 2.27475 3.20625 -2.67615 0.00 0.00 0.00
H 0.40002 4.44228 -1.46200 -0.01 0.00 0.00
H -0.42426 4.60521 -3.00421 -0.01 0.00 0.01
H 2.35275 5.74385 -2.35280 0.00 0.00 0.00
H 0.85610 6.67383 -2.45401 0.00 0.00 0.00
H 1.52302 5.92168 -3.89883 0.00 0.00 0.00
```
Positions in Å, forces in eV/Å.

Strongest force on any atom (eV/A): 0.1
Multiplicity: 1
Net charge: +2
HOMO-LUMO gap (eV): 6.77
Relative energy (zero: lowest compared OMol25 entry of this formula, charge and spin) (kcal/mol): 0.00

Okay, here come the Mulliken numbers, in e, for every atom:
1 Pd -0.018
2 C -1.298
3 C 0.608
4 C -1.320
5 C 0.784
6 C -1.322
7 N 0.920
8 N -0.476
9 B 0.105
10 N 0.226
11 N 0.639
12 C 0.206
13 C -1.126
14 C -1.447
15 C 0.809
16 C -1.364
17 N 0.848
18 N -0.378
19 C 0.663
20 C -1.282
21 C -1.342
22 C 0.686
23 C -1.342
24 H 0.411
25 H 0.181
26 H 0.319
27 H 0.515
28 H 0.392
29 H 0.301
30 H 0.227
31 H -0.103
32 H -0.001
33 H 0.440
34 H 0.254
35 H 0.527
36 H 0.409
37 H 0.294
38 H 0.282
39 H 0.056
40 H 0.366
41 H 0.407
42 H 0.535
43 H 0.395
44 H 0.239
45 H 0.295
46 C -1.524
47 C 0.040
48 C -0.401
49 C 0.127
50 Ge -0.225
51 C -0.848
52 C -0.899
53 C 0.125
54 C -1.523
55 H 0.420
56 H 0.385
57 H 0.332
58 H 0.432
59 H -0.115
60 H -0.269
61 H 0.810
62 H -0.192
63 H 0.829
64 H 0.179
65 H 0.652
66 H 0.748
67 H 0.509
68 H 0.348
69 H 0.124
70 H 0.289
71 H 0.361
72 H 0.404
73 H 0.360



Computed, not measured: C23H41BrOsP2 as an isolated structure at a distorted geometry, with ωB97M-V with the def2-TZVPD basis set.

```
68
Properties=species:S:1:pos:R:3:forces:R:3
Os -0.00831 -0.08877 2.04992 -0.85 5.43 -2.30
C -0.94289 -1.70248 3.05314 -0.87 -0.95 0.57
C 0.37508 -2.05110 2.58505 0.26 -1.42 1.51
C 0.57729 -0.33147 4.13789 0.61 -0.82 1.22
C -0.81163 -0.63989 4.00314 -0.30 -0.88 1.12
C 1.31453 -1.20402 3.27577 0.93 -0.57 0.95
C -2.21439 -2.42552 2.75987 -0.39 -0.15 -0.04
H -2.21027 -2.90297 1.77576 0.06 0.08 0.15
H -3.07579 -1.75067 2.80709 0.17 -0.12 -0.04
H -2.38395 -3.21250 3.50820 0.10 0.15 -0.16
C -1.88894 -0.08226 4.87527 -0.11 0.17 -0.19
H -2.88360 -0.29595 4.47836 0.13 0.05 0.09
H -1.79122 0.99986 5.01535 0.01 -0.25 -0.03
H -1.80124 -0.55618 5.86167 -0.03 0.05 -0.16
C 1.16054 0.56258 5.18295 0.01 0.18 -0.19
H 1.23838 -0.02284 6.10897 0.02 0.11 -0.13
H 0.52559 1.43128 5.38376 0.13 -0.18 -0.05
H 2.16151 0.90888 4.91169 -0.18 -0.03 0.08
C 2.80047 -1.34284 3.29328 0.34 0.06 0.03
H 3.08211 -2.01728 4.11513 -0.03 0.12 -0.22
H 3.29231 -0.38135 3.48207 -0.10 -0.22 -0.06
H 3.20333 -1.76019 2.36501 -0.13 0.04 0.16
C 0.73208 -3.25866 1.78441 0.04 0.02 -0.64
H 0.92505 -4.13368 2.41707 -0.10 0.31 0.16
H 1.63710 -3.09567 1.19914 0.01 -0.01 -0.01
H -0.06701 -3.53759 1.09829 -0.01 0.01 -0.01
C -1.72552 1.38202 -3.99392 0.42 8.55 -0.10
C -1.76003 0.03384 -4.01264 0.32 -8.41 -0.03
C -1.04361 -0.84321 -4.99076 0.16 0.14 0.14
C 0.37761 -0.34946 -5.41243 -0.37 -0.30 -0.54
C 1.22048 0.10476 -4.25511 0.15 -0.21 -0.14
C 1.25439 1.32715 -3.72712 0.28 0.15 -0.54
C 0.53093 2.53598 -4.26421 -0.26 0.38 -0.12
C -0.88023 2.24996 -4.87306 -0.29 0.41 0.07
H -1.67149 -0.94332 -5.89832 0.23 -0.09 0.00
H 0.28356 0.44609 -6.16409 0.22 -0.44 0.23
H -0.94118 -1.86801 -4.58428 -0.24 0.41 -0.11
H -0.77137 1.81277 -5.87622 -0.12 0.27 0.35
H -2.43006 1.93737 -3.38745 -0.17 -0.12 0.02
H -2.51800 -0.46044 -3.41944 -0.30 -0.03 -0.37
H -1.38621 3.22613 -5.01051 0.30 -0.47 0.07
H 0.40733 3.29627 -3.46624 0.07 -0.40 -0.32
H 1.99724 1.54990 -2.96271 0.03 -0.10 0.00
H 1.16527 3.01489 -5.03818 -0.23 -0.17 0.34
H 0.88366 -1.19265 -5.91897 -0.23 0.41 0.25
H 1.91703 -0.65959 -3.91918 -0.02 0.12 0.39
P -1.32791 0.35253 0.08852 1.24 -0.47 0.49
C -2.89695 1.18506 0.32528 -0.54 0.51 -0.10
C -1.51817 -1.13264 -0.91393 -0.18 -0.28 0.01
P 1.48548 0.92173 0.44443 -1.12 -0.98 0.18
C 0.04090 1.37399 -0.62392 -0.02 0.54 -0.55
C 2.46198 -0.32258 -0.43288 0.32 -0.01 -0.33
C 2.52947 2.28423 0.96964 0.29 0.60 -0.02
H -2.79372 1.90703 1.14794 -0.01 -0.18 -0.38
H -3.67428 0.46047 0.61363 0.35 0.07 -0.15
H -3.22764 1.71019 -0.58377 0.12 -0.20 0.23
H -1.60470 -0.87713 -1.97370 0.15 0.02 0.01
H -2.42009 -1.68180 -0.60851 0.22 0.18 0.02
H -0.65199 -1.79368 -0.78469 -0.13 0.19 -0.03
H 2.85639 2.89404 0.11272 -0.09 -0.22 0.23
H 3.42440 1.90392 1.48811 -0.33 -0.04 -0.24
H 1.97334 2.91681 1.67669 0.16 -0.20 -0.34
H -0.18615 2.43802 -0.50157 0.00 -0.06 -0.04
H 0.22410 1.18020 -1.68416 -0.13 0.08 -0.06
H 3.42257 -0.47568 0.08307 -0.31 0.09 -0.16
H 2.64997 0.01255 -1.46384 0.04 -0.18 0.28
H 1.92648 -1.28272 -0.45720 0.10 0.34 -0.06
Br -0.54940 2.31632 2.72473 0.23 -1.10 -0.37
```
Positions in Å, forces in eV/Å.

Strongest force on any atom (eV/A): 8.6
Multiplicity: 5
Net charge: +2
Expectation value of S²: 6.02
HOMO-LUMO gap (alpha / beta) (eV): 3.48 / 5.12
Relative energy (zero: lowest compared OMol25 entry of this formula, charge and spin) (kcal/mol): 0.00

Okay, here come the Mulliken numbers, in e, for every atom:
1 Os -0.334
2 C 0.627
3 C 0.415
4 C 0.548
5 C 0.598
6 C 0.540
7 C -1.563
8 H 0.330
9 H 0.426
10 H 0.355
11 C -1.507
12 H 0.410
13 H 0.322
14 H 0.361
15 C -1.510
16 H 0.365
17 H 0.339
18 H 0.415
19 C -1.459
20 H 0.375
21 H 0.391
22 H 0.328
23 C -1.341
24 H 0.333
25 H 0.363
26 H 0.372
27 C -0.455
28 C -0.877
29 C -0.628
30 C -0.959
31 C -0.055
32 C -0.718
33 C -0.684
34 C -0.863
35 H 0.322
36 H 0.251
37 H 0.287
38 H 0.313
39 H 0.488
40 H 1.089
41 H 0.421
42 H 0.298
43 H 0.793
44 H 0.388
45 H 0.440
46 H 0.429
47 P 0.848
48 C -1.132
49 C -0.347
50 P 0.737
51 C 0.792
52 C -0.952
53 C -1.195
54 H 0.309
55 H 0.391
56 H 0.379
57 H -0.442
58 H 0.476
59 H 0.221
60 H 0.431
61 H 0.393
62 H 0.323
63 H 0.641
64 H -1.350
65 H 0.446
66 H 0.349
67 H 0.209
68 Br -0.305